Record 1
DFT (the ωB97M-V functional and the def2-TZVPD basis) results for C12H18CaCl2N6O8 as an isolated structure.

Cartesian coordinates (Å):
Ca1 14.11680 -7.35271 -4.43821
Cl1 13.56786 -10.94234 -3.09131
Cl2 15.43523 -3.58461 -4.14056
O1 16.66408 -4.27475 -3.96923
O2 14.37577 -4.55158 -3.98388
O3 14.43080 -12.01267 -2.74735
O4 15.35214 -3.21781 -5.52129
O5 14.28487 -9.75736 -3.41714
O6 15.45110 -2.50021 -3.14555
O7 12.66393 -11.35406 -4.18126
O8 12.99218 -10.61070 -1.86778
N1 11.64453 -7.84803 -3.99202
N2 13.65691 -9.00313 -6.55992
N3 16.52096 -7.42195 -3.56603
N4 12.55804 -5.89682 -6.18181
N5 13.98467 -7.15665 -1.98848
N6 15.57489 -6.80549 -6.38105
C1 10.99626 -8.29448 -3.13957
C2 12.22527 -4.85709 -6.50224
C3 16.21207 -6.13268 -7.02070
C4 14.14859 -8.00578 0.44725
C5 10.15043 -8.93590 -2.06838
C6 14.01985 -7.52655 -0.90052
C7 14.10390 -9.80747 -7.30525
C8 17.15807 -5.26156 -7.77163
C9 19.07382 -6.89373 -3.73908
C10 17.63297 -7.21672 -3.59780
C11 11.75702 -3.54490 -6.83080
C12 14.60150 -10.87087 -8.17462
H1 19.29502 -6.03620 -3.10363
H2 10.97283 -3.64384 -7.58137
H3 12.53920 -2.99175 -7.35071
H4 13.28970 -7.84980 1.10001
H5 14.31468 -9.08212 0.40226
H6 19.65363 -7.77399 -3.46150
H7 14.45875 -11.86580 -7.75292
H8 9.18744 -8.42783 -2.11921
H9 10.55621 -8.83885 -1.06140
H10 10.08584 -9.99228 -2.32918
H11 17.42029 -4.43238 -7.11451
H12 15.63018 -10.70744 -8.49586
H13 14.98515 -7.47903 0.90637
H14 19.31922 -6.53428 -4.73842
H15 11.33987 -3.09215 -5.93130
H16 16.77916 -4.91516 -8.73315
H17 14.16635 -10.83103 -9.17320
H18 18.08107 -5.82889 -7.89122

- Max |F|: 4.9 eV/A
- DFT total energy: -2996.0779 Ha
- Orbital gap: 0.34246 Eh
- Energy relative to the best compared isomer or geometry (same formula, charge and spin): 26.36 kJ/mol
- Highest occupied orbital energy: -9.0 eV
- Lowest unoccupied orbital energy: 0.28 eV

These are the natural (NBO) partial charges, in e, on atoms 1 to 6: Ca 1.782; Cl 2.591; Cl 2.557; O -0.912; O -0.926; O -0.860

---

Record 2
DFT (the ωB97M-V functional and the def2-TZVPD basis) results for the molecule C7H11BO.

Cartesian coordinates (Å):
O1 2.02939 -0.49768 0.61628
C1 1.67935 1.74064 -0.57585
C2 -0.03255 -1.34293 -0.41123
C3 1.21095 0.59791 0.60385
C4 -2.74354 -0.05383 0.21382
C5 -3.77052 -0.66388 0.04584
C6 -1.58868 0.72813 0.65666
C7 1.50650 -1.54654 -0.18825
B1 -0.22685 0.05648 0.30401
H1 -4.54652 -1.35992 -0.26749
H2 1.86344 -2.42110 0.37891
H3 2.26160 -1.31811 -1.03128
H4 1.39963 1.31062 -1.50924
H5 1.13558 2.64379 -0.32541
H6 2.77744 1.86469 -0.52701
H7 -0.45098 -1.42077 -1.54000
H8 -1.59929 0.97550 1.78554
H9 1.28659 1.15819 1.63390
H10 -1.59787 1.70574 0.13265
H11 -0.59366 -2.15694 0.00431

- SMILES: C#CCB1CCO[C@H]1C
- Max |F|: 3.7 eV/A
- DFT total energy: -373.2859 Ha
- Orbital gap: 0.35005 Eh
- Energy relative to the best compared isomer or geometry (same formula, charge and spin): 126.18 kJ/mol
- Highest occupied orbital energy: -8.9 eV
- Lowest unoccupied orbital energy: 0.60 eV

These are the natural (NBO) partial charges, in e, on atoms 1 to 6: O -0.540; C -0.625; C -0.840; C -0.232; C 0.000; C -0.254

---

Record 3
DFT (the ωB97M-V functional and the def2-TZVPD basis) results for C2H3FO2Sc as an isolated structure.

Cartesian coordinates (Å):
Sc1 -0.02600 -2.00678 -3.25237
F1 -3.19867 0.33317 -0.96486
O1 -1.92997 -0.96965 -2.51471
O2 -0.79187 -2.95653 -1.33778
C1 -1.87630 -2.63562 -0.89000
C2 -2.68930 -1.64066 -1.73356
H1 -3.76303 -1.79632 -1.90680
H2 -2.30958 -3.08508 0.01519
H3 -2.47888 0.46193 -1.84044

- Net charge: +3
- Max |F|: 5.8 eV/A
- DFT total energy: -1087.5726 Ha
- Orbital gap: 0.25545 Eh
- Energy relative to the best compared isomer or geometry (same formula, charge and spin): 124.96 kJ/mol
- Highest occupied orbital energy: -26.4 eV
- Lowest unoccupied orbital energy: -19.50 eV

These are the natural (NBO) partial charges, in e, on atoms 1 to 6: Sc 2.539; F -0.431; O -0.737; O -0.568; C 0.481; C 0.479

---

Record 4
DFT (the ωB97M-V functional and the def2-TZVPD basis) results for the molecule C4H7NO.

Cartesian coordinates (Å):
O1 -2.73513 -0.82157 1.39147
N1 0.30793 0.64271 -0.14324
C1 -0.72648 0.38773 0.95905
C2 -1.87554 -0.39701 0.61085
C3 1.67325 0.11222 -0.15199
C4 0.68418 -0.31044 -1.19377
H1 -0.39647 1.52738 0.12818
H2 0.75111 0.10499 -2.19831
H3 1.89370 -0.59186 0.65240
H4 0.24199 -1.30306 -1.10818
H5 2.45656 0.82730 -0.40005
H6 -1.98421 -0.55510 -0.50156
H7 -0.29090 0.37672 1.95513

- SMILES: [O-]/C=C/[NH+]1CC1
- Max |F|: 1.3 eV/A
- DFT total energy: -286.4299 Ha
- Orbital gap: 0.31611 Eh
- Energy relative to the best compared isomer or geometry (same formula, charge and spin): 529.82 kJ/mol
- Highest occupied orbital energy: -7.9 eV
- Lowest unoccupied orbital energy: 0.72 eV

These are the natural (NBO) partial charges, in e, on atoms 1 to 6: O -0.609; N -0.504; C -0.472; C 0.329; C -0.217; C -0.223

---

Record 5
DFT (the ωB97M-V functional and the def2-TZVPD basis) results for an isolated ion of composition C5H9N2O and charge +1.

Cartesian coordinates (Å):
O1 0.75544 1.66031 -2.42206
N1 -1.92852 0.04645 -0.34549
N2 1.64882 0.20971 -0.85008
C1 0.88314 1.05061 -1.45889
C2 0.19808 -1.16188 0.73730
C3 1.46138 -0.32631 0.54293
C4 -0.94451 1.06659 -0.04268
C5 -0.97440 -0.16688 0.76402
H1 2.48797 -0.66990 0.71319
H2 1.38861 0.45881 1.37815
H3 -1.20608 2.00307 0.45776
H4 -1.90872 -0.47533 -1.22754
H5 0.03164 -1.82802 -0.05129
H6 2.31888 -0.11033 -1.51976
H7 0.10437 -1.52648 1.77932
H8 -2.89097 0.07297 -0.09640
H9 -1.42513 -0.30341 1.64152

- Net charge: +1
- Max |F|: 4.1 eV/A
- DFT total energy: -380.2876 Ha
- Orbital gap: 0.37078 Eh
- Energy relative to the best compared isomer or geometry (same formula, charge and spin): 431.00 kJ/mol
- Highest occupied orbital energy: -13.5 eV
- Lowest unoccupied orbital energy: -3.36 eV

These are the natural (NBO) partial charges, in e, on atoms 1 to 6: O -0.423; N -0.534; N -0.638; C 0.886; C -0.429; C -0.218

---

Record 6
DFT (the ωB97M-V functional and the def2-TZVPD basis) results for a 2-piece molecular cluster, C12H23N4O4S overall.

Cartesian coordinates (Å):
S1 0.81606 3.75809 1.39918
O1 1.73334 5.00781 0.68312
O2 0.94046 3.87547 2.96816
O3 -0.66535 3.99270 1.01723
O4 0.36106 -0.68894 1.86857
N1 0.22564 -2.91564 1.63001
N2 -1.49453 -0.14012 -2.66840
N3 -3.48924 -1.31095 -1.59243
N4 -2.13139 0.85642 -3.30056
C1 2.62315 1.97965 -0.14385
C2 0.42415 -1.80020 2.38960
C3 -3.02384 -0.75855 -0.26277
C4 1.41473 2.02011 0.96380
C5 -2.35143 -1.42744 -2.60068
C6 -1.26129 2.03271 -3.31954
C7 -0.18084 -0.22563 -2.04950
C8 0.88600 0.97927 -2.05217
C9 0.71587 -1.98108 3.85281
C10 0.22678 2.26875 -2.79073
C11 2.38210 0.95166 -1.39822
C12 0.25636 -4.29803 2.04402
H1 2.91777 3.04300 -0.57827
H2 1.81763 1.51692 1.96774
H3 -2.75719 -1.58617 -3.70648
H4 0.84960 -1.00141 4.32105
H5 1.63738 -2.55452 3.98366
H6 1.02699 -4.80871 1.46127
H7 -0.12088 -2.48602 4.34269
H8 0.03492 -2.70914 0.65629
H9 -0.71661 -4.74075 1.81723
H10 -3.75219 -0.99413 0.64304
H11 1.56420 4.92225 -0.31896
H12 -3.79272 -2.30197 -1.37536
H13 -1.67340 -2.36239 -2.30059
H14 3.58802 1.57772 0.43222
H15 2.60629 -0.15446 -1.01452
H16 0.46927 -4.40993 3.10786
H17 -2.92576 0.42913 -0.27727
H18 0.14491 -1.22844 -1.50878
H19 -1.97045 -1.17259 0.05283
H20 3.19627 1.15382 -2.24449
H21 0.45275 1.40952 0.66918
H22 0.76591 3.29511 -2.93749
H23 -1.77049 2.98710 -3.83053

- Net charge: +1
- Max |F|: 8.0 eV/A
- DFT total energy: -1388.6421 Ha
- Orbital gap: 0.26771 Eh
- Highest occupied orbital energy: -12.6 eV
- Lowest unoccupied orbital energy: -5.28 eV

These are the natural (NBO) partial charges, in e, on atoms 1 to 6: S 2.084; O -0.816; O -0.847; O -0.880; O -0.683; N -0.607

---

Record 7
DFT (the ωB97M-V functional and the def2-TZVPD basis) results for C4H3IrO2 as an isolated structure.

Cartesian coordinates (Å):
Ir1 3.70009 -0.62980 0.85948
O1 -1.96828 -1.24941 0.18965
O2 2.01268 -0.14146 0.29345
C1 1.58890 0.88727 -0.29224
C2 -0.84726 0.72212 -0.72212
C3 -1.01114 -0.53070 -0.10612
C4 0.44246 1.23254 -0.70795
H1 -1.70476 1.40468 -0.64204
H2 -2.66614 -0.85366 0.75702
H3 0.45346 -0.84158 0.37086

- Net charge: +4
- Max |F|: 6.7 eV/A
- DFT total energy: -406.2938 Ha
- Orbital gap (spin up / spin down): 0.26527 / 0.22672 Eh
- Highest occupied orbital energy (spin up / spin down): -30.6 / -30.6 eV
- Lowest unoccupied orbital energy (spin up / spin down): -23.38 / -24.40 eV
- Multiplicity: 5
- ⟨S²⟩: 6.073

These are the natural (NBO) partial charges, in e, on atoms 1 to 6: Ir 1.891; O -0.366; O -0.563; C 0.757; C -0.066; C 0.669

---

Record 8
DFT (the ωB97M-V functional and the def2-TZVPD basis) results for a 6-piece molecular cluster, C15H35BrN5O5 overall.

Cartesian coordinates (Å):
Br1 1.94800 25.14300 36.66000
O1 7.51500 25.26900 38.12500
O2 -3.41200 21.01100 37.74700
O3 -1.58400 28.21400 34.00900
O4 -2.01400 25.18500 41.15500
O5 3.69900 24.77600 41.76300
N1 0.38100 27.20700 34.50800
N2 -1.98100 22.11300 36.25500
N3 0.20500 24.78900 41.14500
N4 5.62600 24.46200 37.24200
N5 2.63700 25.57400 40.01200
C1 -0.86200 27.28800 34.49100
C2 2.49900 26.96200 40.41300
C3 0.13700 23.62100 42.08500
C4 3.17900 24.62000 40.68300
C5 5.60900 26.74200 37.99700
C6 -0.92900 25.28500 40.64000
C7 6.12300 23.14400 36.99700
C8 3.33300 23.24600 39.97000
C9 -1.09900 22.65700 37.23800
C10 6.35700 25.38700 37.83600
C11 1.46200 28.14900 33.96200
C12 -1.68300 26.33600 35.51800
C13 -4.06900 21.23000 35.39300
C14 -0.82600 26.10100 39.38200
C15 -3.14000 21.42400 36.66800
H1 1.12100 29.07400 34.22500
H2 0.94900 25.00900 40.83900
H3 4.69700 26.83500 37.51400
H4 7.06600 23.23600 36.54600
H5 4.56400 24.69600 37.02300
H6 4.11100 23.41000 39.14500
H7 -1.58500 26.51200 38.68600
H8 -1.33300 26.41900 36.49900
H9 -5.02600 21.38300 35.73200
H10 6.34900 22.70500 37.85700
H11 -1.86600 22.05700 35.41100
H12 0.80400 26.60600 35.30400
H13 -3.70200 20.29700 35.02700
H14 -0.35100 25.56900 38.47100
H15 3.55700 27.29200 40.52900
H16 2.12700 27.58300 39.68500
H17 3.70900 22.29300 40.41600
H18 1.90600 27.11000 41.33700
H19 -0.42700 21.99400 37.48700
H20 -2.77400 26.60700 35.56800
H21 1.03900 23.18300 42.23300
H22 -0.65300 23.06800 41.69400
H23 0.03000 26.86900 39.43600
H24 5.46000 22.54300 36.16200
H25 5.37100 27.20900 39.09000
H26 1.65900 28.15600 32.89800
H27 -0.29600 23.93700 43.14500
H28 2.42800 27.72800 34.38700
H29 6.14300 27.67800 37.58300
H30 -3.94000 22.11100 34.80400
H31 -1.69700 22.79800 38.11000
H32 -1.63400 25.27300 35.03300
H33 -0.53400 23.66800 37.13100
H34 2.53200 25.60800 39.05200
H35 2.51600 22.95800 39.35800

- Net charge: -1
- Max |F|: 14.3 eV/A
- DFT total energy: -3816.4808 Ha
- Orbital gap: 0.33273 Eh
- Energy relative to the best compared isomer or geometry (same formula, charge and spin): 133.72 kJ/mol
- Highest occupied orbital energy: -6.4 eV
- Lowest unoccupied orbital energy: 2.62 eV

These are the natural (NBO) partial charges, in e, on atoms 1 to 6: Br -0.875; O -0.646; O -0.602; O -0.712; O -0.629; O -0.643